This record from OMol25 describes a cluster of 2 separate species, C3H9NO2 in total. The level of theory is ωB97M-V with the def2-TZVPD basis set.

The geometry in XYZ format:
```
15
Properties=species:S:1:pos:R:3:mulliken_charge:R:1
H 0.089 -0.914 -1.583 0.2110
H 3.246 -1.139 0.459 0.3290
O -3.600 0.078 0.061 -0.5353
C 1.333 -0.406 -0.095 -1.5925
H 1.745 -0.892 -2.046 1.0622
C 2.786 -0.169 0.205 -1.5561
H 3.367 0.163 -0.660 0.6734
H 2.865 0.485 1.063 0.4592
N 1.057 -1.014 -1.294 -0.8870
O 0.455 -0.118 0.701 0.4079
H -3.454 0.207 -0.880 0.3214
H -1.991 0.092 1.346 0.1801
C -2.654 0.790 0.850 -0.7541
H -3.183 1.360 1.625 0.2800
H -2.060 1.478 0.248 0.4007
```

The total energy is -324.898424 Ha. As for the HOMO energy (alpha / beta): 1.080 / -5.981 eV. As for the energy above the lowest of the compared OMol25 structures with the same formula, charge and spin: 46.4 kJ/mol. As for the total charge: -1. Its spin multiplicity is 2. The expectation value of S² is 0.75. Its HOMO-LUMO gap (alpha / beta) is 2.79 / 9.95 eV.


This record from OMol25 describes an isolated molecule of C3H9NO2. The level of theory is ωB97M-V with the def2-TZVPD basis set.

The geometry in XYZ format:
```
15
Properties=species:S:1:pos:R:3:mulliken_charge:R:1
H -1.980 1.434 -1.078 0.3376
C 0.007 1.112 -0.396 -0.8024
C 1.537 -0.392 0.872 -0.3389
H 0.220 2.107 -0.718 0.4036
H -0.285 -1.135 0.633 0.3814
H 1.776 0.090 -1.193 0.2265
O 0.375 -1.129 1.394 -0.5662
H -1.086 0.368 -2.225 0.2565
H 1.814 0.241 1.688 0.2563
N 1.261 0.381 -0.303 -0.2312
H -0.374 1.165 0.664 0.3490
C -1.248 0.648 -1.164 -0.2793
H 2.283 -1.207 0.570 0.2637
O -1.682 -0.573 -0.407 -0.5481
H -2.511 -0.312 0.007 0.2916
```

As for the SMILES: OCCNCO. The total energy is -324.888130 Ha. As for the HOMO energy: -8.657 eV. As for the energy above the lowest of the compared OMol25 structures with the same formula, charge and spin: 221.8 kJ/mol. As for the total charge: 0. Its spin multiplicity is 1. Its HOMO-LUMO gap is 9.47 eV.


This record from OMol25 describes a cluster of 2 separate species, C3H9NO2 in total. The level of theory is ωB97M-V with the def2-TZVPD basis set.

The geometry in XYZ format:
```
15
Properties=species:S:1:pos:R:3:mulliken_charge:R:1
H -0.272 -1.107 -0.278 0.2572
H 1.297 -1.654 -0.550 0.3299
H 1.508 -2.548 1.805 0.2059
O 0.500 0.411 1.894 -0.6015
O -2.423 1.295 -1.869 -0.5270
N 1.467 -1.595 2.110 -0.4290
H 1.122 0.089 -0.661 0.2601
H -0.495 1.560 -2.210 0.2088
C 0.761 -0.787 -0.139 -0.8897
H -2.714 0.476 -1.470 0.2828
H 1.451 -1.391 3.098 0.2375
H -1.229 2.815 -1.271 0.2645
C -1.151 1.728 -1.354 -0.2730
C 0.936 -0.583 1.342 0.6409
H -0.759 1.291 -0.447 0.0328
```

As for the SMILES: CC(N)=O.CO. The total energy is -324.926625 Ha. As for the HOMO energy: -10.038 eV. As for the energy above the lowest of the compared OMol25 structures with the same formula, charge and spin: 120.7 kJ/mol. As for the total charge: 0. Its spin multiplicity is 1. Its HOMO-LUMO gap is 10.72 eV.


This record from OMol25 describes a structure of composition C3H9NO2. The level of theory is ωB97M-V with the def2-TZVPD basis set.

The geometry in XYZ format:
```
15
Properties=species:S:1:pos:R:3:mulliken_charge:R:1
H 0.208 2.682 -0.719 0.3303
N 0.172 -2.298 -0.582 -0.6352
H 0.812 -1.114 -0.136 0.3141
H -1.931 -0.140 -0.213 0.3567
C 0.198 -0.379 0.932 -0.3153
H 0.992 -0.218 1.683 0.4283
C 0.654 1.763 -0.342 -1.3219
C -0.398 0.914 0.352 0.4493
H 1.452 2.025 0.355 0.3593
H -0.555 -1.908 -1.186 0.2798
H -0.828 1.486 1.190 0.2119
H 0.214 -3.312 -0.787 0.1928
O -0.638 -1.319 1.207 -0.4355
O -1.428 0.604 -0.572 -0.5769
H 1.077 1.214 -1.183 0.3621
```

The total energy is -324.751240 Ha. As for the HOMO energy (alpha / beta): -9.597 / -8.824 eV. As for the energy above the lowest of the compared OMol25 structures with the same formula, charge and spin: 581.2 kJ/mol. As for the total charge: 0. Its spin multiplicity is 1. Its HOMO-LUMO gap (alpha / beta) is 8.30 / 7.62 eV.


This record from OMol25 describes an isolated molecule of C3H9NO2. The level of theory is ωB97M-V with the def2-TZVPD basis set.

The geometry in XYZ format:
```
15
Properties=species:S:1:pos:R:3:mulliken_charge:R:1
H -1.085 -0.009 1.262 0.2887
O -2.633 0.206 -0.934 -0.5055
H -0.715 -0.963 -0.171 0.3827
H 2.247 -0.777 -0.823 0.3264
H -3.164 0.703 -1.562 0.2990
H -1.779 1.836 -0.079 0.2680
H 0.783 1.317 0.909 0.2333
N 0.763 0.486 0.322 -0.4509
O 2.373 -1.222 0.024 -0.5259
C -0.629 0.033 0.273 -0.4826
H 2.360 0.064 1.617 0.3037
H -0.956 1.266 -1.506 0.3516
H 1.067 -1.177 1.587 0.2687
C -1.474 0.940 -0.606 -0.4774
C 1.659 -0.484 0.980 -0.2798
```

As for the SMILES: OCCNCO. The total energy is -324.909064 Ha. As for the HOMO energy: -9.747 eV. As for the energy above the lowest of the compared OMol25 structures with the same formula, charge and spin: 166.8 kJ/mol. As for the total charge: 0. Its spin multiplicity is 1. Its HOMO-LUMO gap is 10.63 eV.


This record from OMol25 describes a cluster of 2 separate species, C3H9NO2 in total. The level of theory is ωB97M-V with the def2-TZVPD basis set.

The geometry in XYZ format:
```
15
Properties=species:S:1:pos:R:3:mulliken_charge:R:1
H 0.508 -0.892 3.151 0.2300
H -0.775 0.212 -2.620 0.2759
H 1.527 -1.979 2.190 0.3158
H 0.460 0.408 -0.155 0.5285
H 1.201 0.940 -1.799 0.2708
H -0.035 -2.511 2.726 0.2990
O 0.804 -0.443 0.360 -0.5479
H -1.633 0.766 -1.295 0.2292
C -0.916 1.124 -2.040 -0.6861
C -0.137 -0.938 1.162 0.7439
O -1.331 -0.787 1.053 -0.5598
N 0.390 1.382 -1.391 -0.6366
C 0.512 -1.631 2.324 -0.9769
H 0.668 2.314 -1.129 0.2158
H -1.243 2.036 -2.535 0.2985
```

As for the SMILES: CC(=O)O.CN. The total energy is -324.941210 Ha. As for the HOMO energy: -9.794 eV. As for the energy above the lowest of the compared OMol25 structures with the same formula, charge and spin: 82.4 kJ/mol. As for the total charge: 0. Its spin multiplicity is 1. Its HOMO-LUMO gap is 10.61 eV.


This record from OMol25 describes a structure of composition C3H9NO2. The level of theory is ωB97M-V with the def2-TZVPD basis set.

The geometry in XYZ format:
```
15
Properties=species:S:1:pos:R:3:mulliken_charge:R:1
C 0.738 -1.808 0.248 -0.7217
H 1.062 -1.928 1.287 0.3154
H 0.126 0.436 1.387 0.3857
N 1.132 -0.497 -0.260 -0.6362
H 0.273 -0.071 -0.981 0.3083
H -1.193 2.040 -0.264 0.3859
H 1.230 -2.568 -0.357 0.2834
C 0.572 0.594 0.399 0.1854
O 1.309 1.732 0.338 -0.4859
H -2.887 0.521 0.046 0.2846
H -0.344 -1.985 0.204 0.2434
C -1.056 0.982 -0.508 -0.7179
H -1.113 0.901 -1.606 0.3569
O -2.003 0.150 0.145 -0.4875
H 2.154 1.501 -0.078 0.3003
```

The total energy is -324.806279 Ha. As for the HOMO energy: -8.520 eV. As for the energy above the lowest of the compared OMol25 structures with the same formula, charge and spin: 436.7 kJ/mol. As for the total charge: 0. Its spin multiplicity is 1. Its HOMO-LUMO gap is 9.39 eV.


This record from OMol25 describes a cluster of 2 separate species, C3H9NO2 in total. The level of theory is ωB97M-V with the def2-TZVPD basis set.

The geometry in XYZ format:
```
15
Properties=species:S:1:pos:R:3:mulliken_charge:R:1
C -1.495 -0.886 1.158 -0.5334
H -2.236 -0.296 0.621 0.2989
N -2.097 -1.000 2.491 -0.5880
O 1.134 1.869 -0.982 -0.4596
H 1.684 -1.337 -1.026 0.2921
H -1.640 -1.752 2.998 0.2165
H -3.049 -1.295 2.335 0.2430
H 2.181 -0.407 0.432 0.3002
H 2.847 0.032 -1.156 0.3443
C 0.830 0.546 -0.964 0.7171
O -0.173 0.168 -1.521 -0.5202
C 1.979 -0.369 -0.638 -0.9688
H -0.463 -0.575 1.098 0.0704
H 0.326 2.302 -1.118 0.3212
H -1.452 -1.795 0.546 0.2663
```

As for the SMILES: CC(=O)O.CN. The total energy is -324.927913 Ha. As for the HOMO energy: -9.306 eV. As for the energy above the lowest of the compared OMol25 structures with the same formula, charge and spin: 117.4 kJ/mol. As for the total charge: 0. Its spin multiplicity is 1. Its HOMO-LUMO gap is 10.07 eV.


This record from OMol25 describes a cluster of 2 separate species, C3H9NO2 in total. The level of theory is ωB97M-V with the def2-TZVPD basis set.

The geometry in XYZ format:
```
15
Properties=species:S:1:pos:R:3:mulliken_charge:R:1
O -0.021 1.932 1.569 -0.4677
H -0.060 -0.885 1.494 0.2908
H 2.054 -1.227 -1.269 0.3151
C -0.344 1.096 0.780 0.0846
N -0.299 -1.069 -1.346 -0.6365
H 3.316 -0.422 -1.373 0.3041
H -2.144 -0.057 -0.617 0.3612
O 2.450 -0.406 -0.951 -0.6444
C -0.940 -0.371 0.992 -0.4030
C -1.443 -0.853 -0.370 -0.7620
H 0.516 -0.934 -0.761 0.2912
H -0.357 -0.340 -2.041 0.2815
H -1.894 -0.358 1.551 0.3212
H -0.396 1.323 -0.282 0.3093
H -1.960 -1.809 -0.412 0.3546
```

As for the SMILES: NCCC=O.O. The total energy is -324.886573 Ha. As for the HOMO energy: -9.438 eV. As for the energy above the lowest of the compared OMol25 structures with the same formula, charge and spin: 225.9 kJ/mol. As for the total charge: 0. Its spin multiplicity is 1. Its HOMO-LUMO gap is 10.17 eV.


This record from OMol25 describes a cluster of 2 separate species, C3H9NO2 in total. The level of theory is ωB97M-V with the def2-TZVPD basis set.

The geometry in XYZ format:
```
15
Properties=species:S:1:pos:R:3:mulliken_charge:R:1
H -2.442 -0.855 2.110 0.3056
H 1.811 1.114 -1.183 0.2016
C -2.720 -0.186 1.327 -1.0126
C -1.604 0.230 0.455 0.7657
N 3.162 -0.366 -0.381 -0.6199
C 2.028 0.063 -1.221 -0.2309
H 2.066 -0.461 -2.201 0.2518
H 3.954 -0.860 -0.751 0.2255
H 2.739 -1.121 0.156 0.2217
O -1.611 1.596 0.208 -0.4625
H 1.155 -0.384 -0.705 0.0086
H -3.236 0.655 1.867 0.2959
H -3.579 -0.708 0.884 0.2847
O -0.802 -0.463 -0.096 -0.5615
H -0.921 1.746 -0.469 0.3264
```

As for the SMILES: CC(=O)O.CN. The total energy is -324.918073 Ha. As for the HOMO energy: -9.044 eV. As for the energy above the lowest of the compared OMol25 structures with the same formula, charge and spin: 143.2 kJ/mol. As for the total charge: 0. Its spin multiplicity is 1. Its HOMO-LUMO gap is 9.79 eV.